DFT (ωB97M-V/def2-TZVPD) results for a cluster of 9 separate species, C45H45N9 in total in a non-equilibrium geometry.

Properties
Gap between HOMO and LUMO = 9.70 eV
Structure (SMILES) = c1ccncc1.c1ccncc1.c1ccncc1.c1ccncc1.c1ccncc1.c1ccncc1.c1ccncc1.c1ccncc1.c1ccncc1
Relative energy (zero: lowest compared OMol25 entry of this formula, charge and spin) = 48.2 kcal per mole
E = -60802.026 eV
LUMO level = 0.4296 eV

Atoms and positions in Å:
N 2.0000 5.1361 -0.8534
C 0.9019 5.5196 -0.1637
C -0.3418 5.6845 -0.7398
C -0.4990 5.3160 -2.0454
C 0.5874 4.8440 -2.7686
C 1.7951 4.7151 -2.1172
H 1.0795 5.9507 0.8104
H -1.1459 6.1339 -0.1760
H -1.3969 5.4673 -2.6262
H 0.4601 4.4279 -3.7571
H 2.6735 4.5424 -2.7214
N 3.7782 -2.4007 -3.8578
C 3.2761 -1.1394 -3.7640
C 2.0391 -0.8269 -4.2488
C 1.2775 -1.7354 -4.9283
C 1.7872 -3.0416 -5.0650
C 3.0544 -3.2798 -4.5199
H 3.8095 -0.3725 -3.2221
H 1.6419 0.1758 -4.1908
H 0.2967 -1.4297 -5.2614
H 1.2111 -3.8828 -5.4211
H 3.5300 -4.2426 -4.6353
N 3.4301 3.2385 3.6675
C 2.2672 2.9581 3.0798
C 1.7631 1.6649 2.9947
C 2.6236 0.6025 3.2796
C 3.8450 0.7634 3.8450
C 4.1497 2.1151 4.1029
H 1.6842 3.8208 2.7929
H 0.7782 1.5381 2.5701
H 2.2511 -0.3730 3.0038
H 4.5804 0.0061 4.0728
H 5.0808 2.4071 4.5657
N -0.5525 -2.2461 3.4008
C -1.3087 -3.3623 3.4698
C -1.6042 -3.9685 4.7178
C -1.2198 -3.3383 5.8976
C -0.3940 -2.2109 5.8078
C -0.1948 -1.6171 4.5581
H -1.5812 -3.8245 2.5326
H -2.0109 -4.9589 4.5756
H -1.1776 -3.8394 6.8534
H -0.0884 -1.6920 6.7044
H 0.2335 -0.6273 4.5017
N -0.7077 5.1027 2.7778
C -0.5992 5.2952 4.1192
C -1.0137 4.2877 5.0180
C -1.2697 3.0134 4.5358
C -1.4772 2.8930 3.1767
C -1.1596 3.9245 2.2938
H -0.1931 6.2305 4.4750
H -0.8026 4.5577 6.0422
H -1.4093 2.1754 5.2027
H -1.9397 2.0138 2.7530
H -1.3490 3.8750 1.2317
N 2.0940 -3.5735 0.2783
C 2.7813 -3.7333 -0.8574
C 3.5070 -4.8606 -1.1506
C 3.5208 -5.8768 -0.2716
C 2.7861 -5.7464 0.9129
C 2.0307 -4.5951 1.1509
H 2.6235 -2.9109 -1.5394
H 4.1608 -4.9457 -2.0060
H 4.1249 -6.7668 -0.3683
H 2.7413 -6.5617 1.6198
H 1.4155 -4.4785 2.0309
N -3.4708 -3.7977 -0.9093
C -2.4899 -2.8416 -0.6754
C -1.8207 -2.3027 -1.7511
C -2.1318 -2.6210 -3.0962
C -3.0723 -3.6038 -3.2962
C -3.6874 -4.1806 -2.1591
H -2.1861 -2.6201 0.3370
H -0.9273 -1.7092 -1.6249
H -1.5992 -2.2541 -3.9611
H -3.2067 -3.9970 -4.2931
H -4.4327 -4.9590 -2.2297
N -1.2985 1.0877 0.2011
C -0.5883 1.7661 -0.7322
C 0.6589 1.4514 -1.1902
C 1.2019 0.2790 -0.6450
C 0.4738 -0.4979 0.2802
C -0.7679 -0.0263 0.7109
H -0.9881 2.7261 -1.0238
H 1.2893 2.0215 -1.8565
H 2.1864 -0.0113 -0.9810
H 0.8291 -1.4324 0.6887
H -1.3954 -0.5484 1.4181
N -5.4350 2.0988 -4.4667
C -4.1455 2.2501 -4.9053
C -3.1270 1.6450 -4.1446
C -3.3999 1.0436 -2.9306
C -4.7193 0.9555 -2.4705
C -5.7349 1.4485 -3.2756
H -3.9027 2.6779 -5.8668
H -2.0841 1.6759 -4.4237
H -2.6113 0.5652 -2.3689
H -4.8884 0.4508 -1.5308
H -6.7642 1.3217 -2.9744

DFT (ωB97M-V/def2-TZVPD) results for a structure of composition C20H30N12O4STi.

Properties
Gap between HOMO and LUMO (alpha / beta) = 4.74 / 7.32 eV
Relative energy (zero: lowest compared OMol25 entry of this formula, charge and spin) = 16.5 kcal per mole
E = -81253.263 eV
LUMO level (alpha / beta) = 0.4096 / 0.4082 eV
Spin multiplicity = 3

Atoms and positions in Å:
Ti 0.5788 0.2918 -0.3838
O -2.3872 -2.5309 1.1961
C -2.1506 -3.5020 0.2828
C -2.5576 -4.8001 0.5903
C -2.3477 -5.8338 -0.3049
C -1.7265 -5.5848 -1.5258
C -1.3130 -4.3001 -1.8281
C -1.5061 -3.2402 -0.9397
C -0.9546 -1.9002 -1.2387
O -1.0417 -0.9799 -0.2769
N -0.3147 -1.6705 -2.3363
N 0.2695 -0.4132 -2.2678
C 0.4231 0.2308 -3.4439
C 0.4522 1.6395 -3.5311
C 0.6525 2.2809 -4.7773
C 0.5970 3.6529 -4.9234
C 0.3362 4.4626 -3.8231
C 0.1392 3.8642 -2.5751
C 0.1948 2.4864 -2.4020
O 0.0334 1.9800 -1.1674
H -1.9602 -1.7142 0.8124
H -3.0549 -4.9687 1.5376
H -2.6754 -6.8345 -0.0530
H -1.5685 -6.3877 -2.2337
H -0.8163 -4.0812 -2.7646
H 0.3991 -0.3633 -4.3535
H 0.8450 1.6561 -5.6422
H 0.7545 4.0941 -5.8998
H 0.2876 5.5389 -3.9241
H -0.0511 4.4708 -1.6950
N -1.9298 1.9736 0.9723
N -1.7094 3.3444 0.8084
C -0.6400 3.9471 1.3786
N -0.4439 5.2163 0.9428
S 0.3700 3.2808 2.5264
H -1.7812 1.5165 0.0759
H -2.8857 1.8253 1.2704
H -2.0174 3.7390 -0.0705
H -1.1686 5.7104 0.4490
H 0.2435 5.7552 1.4374
C -0.9127 -2.4072 4.1031
N -0.0836 -1.2768 3.6922
C -0.3558 -0.0467 4.4157
C 0.3828 -1.1522 2.4082
N 0.5151 -0.0447 1.7808
N 0.7724 -2.3558 1.8342
C 1.3687 -2.5609 0.6059
N 1.5692 -3.9055 0.3521
N 1.7276 -1.6020 -0.1603
H -0.5189 -2.8615 5.0139
H -0.9949 -3.1515 3.3165
H -1.9321 -2.0630 4.2927
H -0.5184 -0.2979 5.4622
H -1.2416 0.4731 4.0336
H 0.4942 0.6308 4.3533
H 0.1365 0.7665 2.2673
H 0.7944 -3.1500 2.4495
H 0.7767 -4.4873 0.5966
H 1.8578 -4.0848 -0.5984
H 2.0679 -1.9335 -1.0563
N 4.1614 2.4314 0.8977
C 3.0851 2.2796 0.0656
N 2.7641 3.3283 -0.7063
O 2.4886 1.1962 0.0399
H 4.3980 3.3586 1.2069
H 4.2361 1.7087 1.5940
H 3.3803 4.1156 -0.7878
H 2.0069 3.2403 -1.3714

DFT (ωB97M-V/def2-TZVPD) results for a cluster of 2 separate species, C2H8O2 in total in a non-equilibrium geometry.

Properties
Gap between HOMO and LUMO = 10.92 eV
Structure (SMILES) = CO.CO
Relative energy (zero: lowest compared OMol25 entry of this formula, charge and spin) = 44.9 kcal per mole
E = -6296.462 eV
LUMO level = 0.8884 eV

Atoms and positions in Å:
C 0.2696 1.4585 -1.3565
O 0.3924 0.6015 -2.5159
H -0.1909 0.7364 -3.3114
H 0.9520 1.2244 -0.4611
H -0.7575 1.2589 -0.9983
H 0.7496 2.4359 -1.7510
C -0.4479 -1.2869 1.3379
O -0.0300 -0.8450 2.5740
H -0.7444 -0.9210 3.2305
H -1.0335 -2.1688 1.4746
H -1.1665 -0.4401 0.8300
H 0.3617 -1.2076 0.6340

DFT (ωB97M-V/def2-TZVPD) results for a cluster of 3 separate species, C5H14O3 in total in a non-equilibrium geometry.

Properties
Gap between HOMO and LUMO (alpha / beta) = 2.96 / 6.63 eV
Relative energy (zero: lowest compared OMol25 entry of this formula, charge and spin) = 3.0 kcal per mole
E = -11553.918 eV
LUMO level (alpha / beta) = 3.1460 / 3.1381 eV
Charge = -1
Spin multiplicity = 2

Atoms and positions in Å:
O -0.5981 -2.7153 -1.8069
C -1.2553 -1.7416 -1.3009
C -0.9303 -1.1236 0.0360
C 0.1233 0.0171 -0.0941
C -0.4027 1.1624 -0.9283
C 0.5395 0.4898 1.3068
H -2.0978 -1.3017 -1.8501
H -1.8422 -0.7279 0.4494
H -0.5301 -1.8825 0.7160
H 1.0129 -0.4238 -0.5884
H -0.5902 0.8058 -1.9607
H 0.3335 1.9747 -1.0059
H -1.3353 1.5532 -0.5441
H 0.9470 -0.3115 1.9147
H 1.3052 1.2797 1.2574
H -0.3472 0.9197 1.8411
H -0.0423 3.1116 1.2473
H 0.3643 4.4340 1.9557
O 0.1656 4.0436 1.1088
H 1.0217 -2.9775 -0.9020
H 2.3560 -3.6683 -0.5467
O 1.8026 -2.9181 -0.3049

> Among the records above, which one has the lowest E?

C20H30N12O4STi

> Which formula does entry 2 have?

C20H30N12O4STi

> Which of these has the lowest E?

C20H30N12O4STi